C23H19NO10 | wB97M-V/def2-TZVPD

Values from the calculation:
E_LUMO   -1.69 eV
Electronic energy   -46123.803 eV
Net charge   0
Frontier orbital gap   8.1188 eV

Each line ends with the Mulliken charge.
Positions of all 53 atoms, in Å:
O 0.099 -1.700 -0.562  -0.25
O 1.413 -1.715 -3.503  -0.61
O -1.208 -3.399 -2.151  -0.62
O -3.773 -4.582 1.591  -0.62
O 3.426 -4.631 -0.435  -0.64
O -4.459 1.223 -1.144  -0.55
O 4.376 -2.622 1.040  -0.59
O -3.719 3.534 2.722  -0.53
O 2.439 0.296 -2.079  -0.65
O -2.525 -2.823 3.154  -0.59
N -4.671 2.623 0.751  -0.34
C -4.006 2.038 -0.373  0.07
C -1.564 -3.314 -0.870  0.35
C 3.443 -1.080 -0.451  -1.10
C -3.617 3.193 1.570  0.16
C 3.678 -2.336 -0.057  0.44
C -1.163 -2.181 1.365  -1.17
C -1.645 2.385 -1.411  -0.87
C 2.880 2.370 0.914  -0.90
C 2.373 -3.254 -2.028  -0.33
C -2.901 -3.927 1.055  1.00
C -2.150 -2.924 1.883  0.38
C -2.584 2.535 -0.454  0.48
C 2.137 -1.996 -2.418  -0.13
C 2.672 -0.822 -1.658  1.14
C 1.822 3.349 1.447  -0.46
C -2.548 -4.060 -0.351  -0.83
C -0.173 3.613 -0.007  0.85
C -1.147 3.772 0.946  -0.15
C 3.165 -3.512 -0.835  0.82
C -0.400 2.938 -1.186  -0.41
C 1.214 4.185 0.280  -1.30
C -0.797 -2.332 -0.034  0.82
C -2.379 3.227 0.728  -0.02
H -0.613 -1.458 1.951  0.52
H 1.065 5.229 0.563  0.40
H 2.528 1.865 0.012  0.01
H 3.854 2.840 0.772  0.32
H 2.210 3.980 2.249  0.37
H -4.929 1.795 1.298  0.27
H -0.968 4.309 1.873  0.51
H 3.809 -0.225 0.099  0.49
H -1.868 1.815 -2.306  0.48
H 1.039 2.730 1.890  0.35
H -3.250 -3.466 3.270  0.36
H 4.399 -3.597 1.094  0.35
H 1.993 -4.109 -2.571  0.44
H -3.107 -4.772 -0.941  0.45
H 2.986 1.587 1.675  0.42
H 1.398 -0.741 -3.566  0.35
H 1.831 4.094 -0.613  0.47
H 0.394 2.817 -1.910  0.34
H -0.479 -2.761 -2.276  0.25

---

C9H12AgNO6S3 | wB97M-V/def2-TZVPD

Values from the calculation:
E_LUMO   -4.00 eV
Electronic energy   -59799.075 eV
Net charge   0
Frontier orbital gap   4.4467 eV

Each line ends with the Mulliken charge.
Positions of all 32 atoms, in Å:
Ag 3.328 -2.771 -2.109  0.29
S -3.493 0.779 -0.101  0.98
S -2.554 -0.792 1.005  0.98
S -1.465 2.541 0.631  1.22
O -0.960 1.876 1.845  -0.58
O -1.267 3.989 0.844  -0.75
O -1.105 -0.910 0.782  -0.45
O -4.931 0.605 0.162  -0.63
O -3.301 0.542 -1.552  -0.62
O -2.831 -0.692 2.440  -0.60
N -3.105 2.321 0.390  -0.53
C 1.002 0.091 -1.424  -0.96
C 3.042 -0.622 -0.038  1.83
C 2.836 0.532 0.838  -0.94
C -0.454 2.130 -0.850  -1.08
C 2.120 -0.801 -1.148  0.10
C 0.767 1.227 -0.539  0.61
C -3.305 -2.345 0.350  -0.96
C 4.225 -1.614 0.287  -1.77
C 1.706 1.423 0.554  -0.36
H -1.073 1.632 -1.650  0.38
H -2.913 -3.215 0.926  0.34
H 4.889 -1.654 -0.620  0.40
H -4.416 -2.261 0.314  0.35
H 1.560 2.277 1.262  0.33
H 3.506 0.714 1.713  0.25
H 2.266 -1.701 -1.843  0.40
H -2.926 -2.442 -0.704  0.31
H 4.743 -1.222 1.199  0.31
H 3.834 -2.634 0.586  0.40
H -0.045 3.095 -1.265  0.44
H 0.322 -0.098 -2.285  0.33

---

> The lowest electronic energy belongs to which entry?

C9H12AgNO6S3